No. 1
Here is C4H6O2 in the gas phase from the Open Molecules 2025 dataset. Energies are from ωB97M-V with the def2-TZVPD basis set.

Each line ends with the Mulliken charge.
CARTESIAN COORDINATES (ANGSTROEM)
O (-1.57658, 0.11228, 1.17629)  -0.412
O (0.72681, 0.11594, 1.02227)  -0.399
C (-1.17932, 0.47477, -0.08606)  -0.118
C (0.13252, 0.32607, -0.23033)  0.357
C (-0.29073, -0.58250, 1.63340)  -0.087
C (0.97167, 0.22917, -1.42951)  -1.016
H (1.82118, 0.90668, -1.35784)  0.280
H (-0.24086, -0.54073, 2.72026)  0.236
H (0.35670, 0.45990, -2.30103)  0.307
H (-0.23108, -1.61956, 1.23345)  0.252
H (-1.83578, 0.91403, -0.83162)  0.360
H (1.34548, -0.79605, -1.54928)  0.240

gap between HOMO and LUMO: 0.3387 Ha
SMILES: CC1=COCO1
total charge: 0
E: -306.43082 hartree

No. 2
Here is 13 unconnected molecules or ions with the total composition C40H102N7O30P5 from the Open Molecules 2025 dataset. Energies are from ωB97M-V with the def2-TZVPD basis set.

Each line ends with the Mulliken charge.
CARTESIAN COORDINATES (ANGSTROEM)
P (1.92877, -4.02287, 2.95791)  0.571
P (4.60676, 2.35335, -1.62780)  -0.220
P (-5.62433, 3.60050, 0.82299)  0.528
P (-3.47280, -1.59298, -4.07764)  0.238
P (-2.70121, -0.19198, 3.27922)  -0.498
O (0.06228, 2.25493, 6.15395)  -0.699
O (-4.94189, 4.65604, 0.11942)  -0.832
O (-1.97613, -1.00119, 4.37878)  -0.424
O (3.00575, 2.39791, -1.77641)  0.752
O (-4.44495, -2.24973, -5.11535)  -0.343
O (-2.07621, -2.11027, -4.65855)  0.164
O (4.78916, 1.56740, -0.19942)  0.215
O (-7.17888, 3.52470, 0.57093)  -0.258
O (0.63942, -4.65350, 3.56379)  -0.295
O (3.09534, -4.47529, 3.97675)  -0.429
O (5.86334, -1.74805, 1.80270)  -0.570
O (5.27820, 3.65537, -1.70840)  -0.808
O (-3.85425, -1.77606, -2.67707)  -0.440
O (-3.41030, -0.10556, -4.45399)  0.035
O (7.62058, -1.57771, 3.07614)  -0.417
O (1.05777, -1.03782, -6.38270)  -0.598
O (5.92221, -0.09444, 3.41568)  -0.559
O (-5.41737, 3.64147, 2.38232)  -0.373
O (-0.18860, 5.28110, -0.37680)  -0.673
O (-0.38465, 3.55666, -5.16109)  -0.838
O (-5.14252, 2.12528, 0.47748)  0.272
O (-1.09097, -5.96021, 1.02844)  -0.708
O (1.64657, -2.60960, 2.72221)  0.019
O (1.35105, -1.03723, -1.23523)  -0.962
O (-3.28072, 0.95914, 4.11865)  -0.021
O (-1.98015, 0.47048, 2.17224)  0.621
O (4.96050, 1.29683, -2.76530)  -0.417
O (-3.88154, -1.25847, 2.94135)  -0.255
O (0.87605, -5.56431, -3.77942)  -0.712
O (2.46639, -4.87823, 1.70377)  -0.415
N (2.24600, 1.93125, 5.51131)  -0.072
N (0.45853, -3.83637, -2.37719)  1.068
N (0.93644, 0.97392, -5.29366)  0.239
N (-2.23591, 4.46733, 0.09813)  1.069
N (-0.60381, -0.19324, -0.31804)  1.686
N (0.27281, 4.59733, -3.24393)  0.221
N (-2.54344, -5.84101, 2.68751)  -0.089
C (5.98141, 1.95956, 0.58367)  -0.799
C (2.70752, 1.61894, 6.89135)  -0.885
C (-1.74148, 3.09326, 0.13487)  -0.134
C (-0.51989, -1.14899, 4.41319)  -0.198
C (4.45100, -4.28596, 3.70211)  -0.360
C (-3.71458, 0.97090, 5.55570)  -0.891
C (2.24162, -3.63753, -3.98551)  -0.452
C (-4.74515, -1.03643, 1.74884)  -0.560
C (-2.09169, -3.82863, 1.58977)  -0.291
C (9.24603, 0.19745, 2.94336)  -0.841
C (0.72078, -6.12070, 3.95810)  -0.676
C (0.51615, 0.41243, -4.05388)  0.839
C (6.40154, -0.99016, 2.81017)  0.701
C (0.63010, 2.49254, 3.83987)  0.011
C (8.54132, -0.70668, 3.85762)  -0.230
C (-5.85267, -2.16546, -4.94747)  -0.750
C (-0.62868, 4.00252, -4.02265)  0.794
C (1.58538, 4.88231, -3.75712)  -1.230
C (-4.11557, 4.01205, 2.95947)  -0.310
C (1.99742, -4.56492, 0.35375)  -0.386
C (-7.90623, 4.68745, 0.30574)  -0.746
C (-1.37468, 5.49940, -0.08386)  0.815
C (2.50919, 3.51801, -0.90139)  -0.699
C (-0.88840, -4.35637, -2.01237)  -0.520
C (-5.14015, 1.70010, -0.91259)  -0.776
C (4.65284, -1.31367, 1.14032)  -0.810
C (-1.50929, -0.69335, -1.29348)  0.298
C (1.51122, 0.18310, 0.78921)  1.026
C (0.93639, 2.19583, 5.25780)  0.324
C (-1.90255, 6.83447, 0.17526)  -1.590
C (1.12805, 0.18931, -6.38014)  0.730
C (-1.99719, 3.91008, -3.41230)  -0.259
C (-1.81438, -3.48498, -5.14903)  -0.642
C (-3.28296, -5.28083, 3.73209)  -0.824
C (0.74510, -0.45593, -0.34005)  1.516
C (1.34519, 0.98863, -7.56200)  -1.451
C (1.16702, -4.45059, -3.39526)  0.644
C (4.30979, 0.00519, -2.90448)  -0.232
C (-2.83921, 0.45042, -5.66880)  -0.569
C (-1.83865, -5.27824, 1.70823)  0.359
H (2.80660, -4.61821, -0.39929)  0.326
H (-1.75653, 2.61090, -0.83718)  -0.365
H (-6.26409, -1.15016, -5.17130)  0.249
H (1.29496, -0.27999, -3.68306)  -0.279
H (-0.95383, 0.19892, 0.56952)  -0.464
H (-5.52001, 0.68437, -0.94015)  0.312
H (6.87608, 1.71687, -0.00603)  0.342
H (1.25721, -5.31413, 0.15410)  0.522
H (-0.09820, -0.63086, 5.25556)  0.405
H (-2.37080, -4.23250, -4.58587)  0.314
H (-2.01044, -3.22374, 2.50965)  0.128
H (2.81520, 2.53281, 7.45255)  0.300
H (-2.99753, 1.54825, -5.70205)  0.172
H (8.56985, 0.77885, 2.33905)  0.155
H (-2.09735, 4.45184, -2.45684)  -0.100
H (-4.64545, 1.51313, 5.66806)  0.224
H (3.73156, 1.20332, 6.75403)  0.306
H (3.06302, 3.44326, 0.03878)  0.452
H (4.76706, -3.46891, 3.06535)  -0.143
H (3.34819, -0.05998, -2.41628)  -0.210
H (-2.08264, 0.03711, -1.90422)  -0.498
H (2.43924, 0.52577, 0.37695)  -0.835
H (-1.09518, -5.10635, -2.73899)  0.551
H (-0.33148, -0.24893, -4.13681)  -0.732
H (-0.31146, -2.20939, 4.48550)  0.172
H (-2.90197, 1.40816, 6.08235)  0.333
H (-5.76590, 2.31109, -1.55097)  0.515
H (2.33062, 4.07496, -3.66269)  0.221
H (-3.61316, -4.24407, 3.52907)  0.156
H (-2.24494, -1.32767, -0.85229)  0.438
H (-0.38767, 2.23954, 3.66772)  -0.228
H (-3.74187, -0.11102, 5.84006)  0.307
H (1.76440, -6.30400, 4.18723)  0.381
H (-4.15481, -0.56188, 0.97721)  -0.048
H (2.02501, -3.36887, -5.02906)  0.206
H (0.68307, 1.96126, -5.44236)  0.382
H (4.90145, -0.76032, -2.41370)  0.368
H (5.95531, 1.35079, 1.52151)  0.116
H (-3.01908, -3.66837, 1.08661)  0.794
H (-2.28676, 2.48831, 0.84175)  -0.128
H (4.25224, -0.21862, -3.96811)  0.384
H (9.90541, -0.40042, 2.35824)  0.321
H (-4.38416, 4.31429, 3.96231)  0.368
H (-1.65996, -3.62931, -2.16341)  0.055
H (4.04735, -0.75619, 1.84337)  0.376
H (-4.17075, -5.89868, 3.91242)  0.381
H (0.43567, 1.25512, -8.10789)  0.255
H (-3.43195, 0.05720, -6.50349)  0.320
H (1.91153, 5.83616, -3.34623)  0.440
H (3.21403, -4.20213, -3.89928)  0.357
H (6.00999, 3.03948, 0.82122)  0.403
H (2.58690, 4.49931, -1.33405)  0.428
H (-1.28326, 7.59183, -0.31276)  0.396
H (-0.68510, 3.03907, 0.44321)  -0.097
H (-2.92925, 6.87371, -0.22157)  0.353
H (4.91154, -0.69221, 0.30641)  0.467
H (-3.66448, 4.83555, 2.42868)  0.256
H (-1.89031, 7.08963, 1.27334)  0.279
H (7.92010, -0.22509, 4.59216)  0.281
H (1.52059, -3.57555, 0.20197)  -0.017
H (-3.38070, 3.21010, 2.96752)  0.008
H (-1.37365, -3.39943, 0.87561)  -0.634
H (-2.66799, 4.38822, -4.08953)  0.482
H (-6.31243, -2.88008, -5.65301)  0.277
H (9.90410, 0.86627, 3.55800)  0.336
H (-2.67712, -5.20194, 4.61124)  0.258
H (0.73824, 3.50397, 3.59647)  0.637
H (-0.88114, -4.80849, -1.03944)  -0.174
H (0.06067, -6.21396, 4.83569)  0.217
H (1.96737, 0.95719, 7.39353)  0.289
H (-0.07103, -0.81345, 3.48478)  -0.190
H (0.07604, 4.77605, -2.25674)  0.117
H (-2.11462, -3.50593, -6.20152)  0.298
H (2.93888, 1.83261, 4.75068)  0.235
H (-8.45994, 4.49156, -0.60638)  0.251
H (-0.73043, -3.62158, -5.06591)  0.024
H (1.71126, -0.45099, 1.60746)  -0.188
H (0.72779, -2.85790, -2.09940)  -0.656
H (-5.59832, -0.42135, 2.02320)  0.433
H (-3.22760, 4.63802, 0.11248)  0.026
H (-7.27716, 5.57642, 0.21127)  0.327
H (0.97344, 1.06834, 1.08892)  -0.703
H (-5.12936, -2.01280, 1.46971)  0.333
H (-4.10892, 1.75187, -1.28344)  0.118
H (0.43224, 1.20014, -3.32920)  -0.018
H (5.05483, -4.13835, 4.57119)  0.343
H (-8.62921, 4.83507, 1.12613)  0.246
H (1.30811, 1.89035, 3.20456)  -0.211
H (-2.28620, 2.89028, -3.26625)  -0.403
H (4.76816, -5.12409, 3.10916)  0.337
H (4.13741, -2.20971, 0.91974)  0.378
H (0.30749, -6.73034, 3.12590)  0.182
H (9.19614, -1.45713, 4.38619)  0.284
H (1.53445, 5.08338, -4.82284)  0.393
H (2.37915, -2.69364, -3.45161)  -0.264
H (-0.99186, -1.36396, -1.98666)  -0.682
H (1.93682, 0.36875, -8.19339)  0.461
H (-6.12282, -2.56969, -3.96296)  0.280
H (1.90843, 1.93242, -7.42685)  0.292
H (-1.78164, 0.18069, -5.60860)  0.206
H (-2.35466, -6.81224, 2.87038)  0.347
H (1.44696, 3.32260, -0.71791)  -0.132

gap between HOMO and LUMO: 0.3374 Ha
total charge: 0
E: -5933.16399 hartree

No. 3
Here is C3H7NO3 in the gas phase from the Open Molecules 2025 dataset. Energies are from ωB97M-V with the def2-TZVPD basis set.

Each line ends with the Mulliken charge.
CARTESIAN COORDINATES (ANGSTROEM)
O (-1.69141, -1.77520, -0.90847)  -0.287
O (1.09080, -0.48755, -1.75447)  -0.540
O (1.69986, 0.98236, -0.14558)  -0.506
N (-1.13957, -1.42108, 0.13767)  -0.125
C (-0.72305, 0.68774, 1.34123)  -1.286
C (0.95529, -0.19917, -0.37139)  -0.341
C (-0.52892, -0.04792, 0.01991)  0.694
H (-0.37041, 1.72207, 1.26756)  0.310
H (-1.06998, 0.48759, -0.77053)  0.275
H (-1.78162, 0.72144, 1.62310)  0.402
H (1.50504, 1.53694, -0.92048)  0.358
H (0.79100, -1.40719, -1.87385)  0.328
H (1.43987, -1.00068, 0.19833)  0.407
H (-0.17689, 0.20064, 2.15698)  0.310

gap between HOMO and LUMO: 0.3328 Ha
SMILES: C[C@H](N=O)C(O)O
total charge: 0
E: -398.89305 hartree

No. 4
Here is 2 unconnected molecules or ions with the total composition C5H16N2O from the Open Molecules 2025 dataset. Energies are from ωB97M-V with the def2-TZVPD basis set.

Each line ends with the Mulliken charge.
CARTESIAN COORDINATES (ANGSTROEM)
O (3.03364, -0.49265, 0.59335)  -0.668
N (0.31137, 2.42793, 0.16270)  -0.698
N (-1.04124, -1.80350, -0.21025)  -0.251
C (-1.70225, 1.27762, 0.50689)  -1.934
C (-0.02751, -1.08982, -1.19805)  -0.908
C (-0.54812, -1.71349, 1.21895)  -0.666
C (-0.29206, 0.33352, -1.32726)  -0.140
C (-0.23156, 1.13057, -0.03069)  0.607
H (-1.40056, -2.60739, -0.44135)  0.192
H (-0.31317, 3.06008, -0.45480)  0.297
H (1.14308, 2.59189, -0.25698)  0.252
H (-1.69616, 1.85392, 1.37532)  0.500
H (0.60815, -1.65462, 1.03937)  0.193
H (-0.96041, -0.86570, 1.66851)  0.199
H (-0.83560, -2.68100, 1.82509)  0.323
H (1.02994, -1.34044, -0.95524)  0.302
H (-2.38273, 1.90146, -0.08840)  0.470
H (0.35566, 0.42711, 0.49725)  -0.105
H (0.61069, 0.74627, -2.01048)  0.156
H (-2.25244, 0.31309, 0.44799)  0.443
H (-1.19733, 0.40510, -1.86204)  0.315
H (3.03760, -0.61362, 1.49589)  0.317
H (-0.27563, -1.58746, -2.08464)  0.470
H (2.17787, -0.00890, 0.37146)  0.336

gap between HOMO and LUMO: 0.3571 Ha
SMILES: CNCC[C@H](C)N.O
total charge: 0
E: -384.74209 hartree

No. 5
Here is 2 unconnected molecules or ions with the total composition C4H6NO3 from the Open Molecules 2025 dataset. Energies are from ωB97M-V with the def2-TZVPD basis set.

Each line ends with the Mulliken charge.
CARTESIAN COORDINATES (ANGSTROEM)
O (-1.94354, -1.10655, -2.16041)  -0.661
O (0.40178, 0.55259, -1.45195)  -0.630
O (-3.43409, -0.93763, -0.44228)  -0.734
N (-1.50463, 0.14910, -0.25151)  -0.229
C (-2.37950, -0.70272, -1.04750)  0.556
C (0.62969, 0.47319, 0.94218)  -0.289
C (2.10168, 0.69138, 0.78104)  -0.896
C (-0.06124, 0.16854, -0.34886)  0.291
H (2.67869, 1.11538, 1.61291)  0.367
H (-0.06099, -1.34654, -0.56657)  0.301
H (0.43028, -0.26750, 1.72043)  0.265
H (-1.76086, 0.04752, 0.73014)  0.187
H (2.65909, -0.24484, 0.56379)  0.224
H (2.24363, 1.40806, -0.08141)  0.248

gap between HOMO and LUMO: 0.2094 Ha
total charge: -1
E: -436.36925 hartree

No. 6
Here is 2 unconnected molecules or ions with the total composition CH2ClF3N2 from the Open Molecules 2025 dataset. Energies are from ωB97M-V with the def2-TZVPD basis set.

Each line ends with the Mulliken charge.
CARTESIAN COORDINATES (ANGSTROEM)
Cl (1.31370, 1.17885, 1.94803)  0.162
F (-1.49060, 1.61934, 0.28260)  -0.227
F (-1.68215, 1.70770, -1.87407)  -0.251
F (0.28069, 1.91852, -0.84284)  -0.249
N (0.55274, 0.02792, 1.28352)  -0.170
N (-0.87607, -0.17381, -1.08166)  -0.558
C (-0.93456, 1.29763, -0.88313)  0.785
H (0.11426, -0.41762, -0.95072)  0.258
H (-1.29564, -0.31166, -1.96855)  0.250

gap between HOMO and LUMO (alpha / beta): 0.3165 / 0.3153 Ha
total charge: 0
E: -908.47443 hartree